Computed, not measured: 2 unconnected molecules or ions with the total composition C6H14NO at a distorted geometry, with ωB97M-V/def2-TZVPD.

Values from the calculation:
- gap between HOMO and LUMO (eV) = 7.244
- largest force on an atom (eV/Å) = 2.017
- E_LUMO (eV) = 4.1
- energy above the lowest of the compared OMol25 structures with the same formula, charge and spin (kcal per mole) = 31.8

The geometry in ORCA input format:
```
! wB97M-V def2-TZVPD RIJCOSX def2/J DEFGRID3
* xyz -1 1
N 1.036 -2.122 -0.645
C 2.203 -1.643 0.080
C 2.125 -1.404 2.568
C 1.684 -1.022 1.367
H 1.316 -2.178 -1.623
H 0.220 -1.457 -0.541
H 2.843 -0.974 -0.564
H 2.876 -2.542 0.293
H 1.831 -0.965 3.519
H 2.777 -2.264 2.585
H 0.889 -0.346 1.132
C -1.797 0.262 -0.555
O -0.464 0.034 -0.291
C -1.940 1.566 -1.343
C -1.755 2.833 -0.480
H -2.499 0.274 0.321
H -2.206 -0.628 -1.153
H -2.942 1.608 -1.826
H -1.068 1.551 -2.068
H -1.772 3.726 -1.190
H -0.761 2.819 0.123
H -2.595 2.873 0.293
*
```

Mulliken atomic charge list, values in e, 2 entries: -0.8287 -0.2745

Computed, not measured: a molecular structure, C37H29F6N7O5S5Ti, with ωB97M-V/def2-TZVPD.

Values from the calculation:
- gap between HOMO and LUMO (alpha / beta) (eV) = 4.881 / 7.254
- largest force on an atom (eV/Å) = 0.768
- E_LUMO (alpha / beta) (eV) = 1.3 / 1.4
- energy above the lowest of the compared OMol25 structures with the same formula, charge and spin (kcal per mole) = 36.2

The geometry in ORCA input format:
```
! wB97M-V def2-TZVPD RIJCOSX def2/J DEFGRID3
* xyz -1 2
Ti -0.416 -0.694 0.691
S -2.608 1.201 4.091
C -1.913 2.482 3.109
C -2.642 3.659 2.990
C -2.156 4.732 2.257
C -2.933 5.935 2.170
N -3.557 6.899 2.124
C -0.915 4.622 1.619
C -0.195 3.441 1.728
C -0.665 2.357 2.467
S 0.316 0.915 2.602
C -0.363 5.722 0.881
N 0.107 6.603 0.310
H -3.612 3.743 3.463
H 0.766 3.357 1.238
F -5.829 0.932 -0.029
C -4.754 0.853 0.758
F -4.904 1.726 1.750
F -4.680 -0.374 1.264
S -3.238 1.264 -0.224
O -2.137 0.728 0.562
O -3.300 2.679 -0.374
N -3.453 0.547 -1.600
S -2.991 -0.933 -1.893
O -2.486 -1.618 -0.727
O -2.268 -1.012 -3.124
C -4.593 -1.770 -2.246
F -4.357 -3.044 -2.560
F -5.392 -1.736 -1.181
F -5.217 -1.187 -3.268
O -1.460 -1.706 1.835
C -1.694 -2.942 2.431
C -1.083 -3.002 3.829
C 0.202 -2.175 3.918
C 1.278 -2.444 2.894
C 2.289 -3.345 3.223
C 3.372 -3.529 2.388
C 3.448 -2.766 1.235
C 2.406 -1.911 0.951
N 1.319 -1.767 1.727
H -1.848 0.221 3.568
H -1.254 -3.749 1.835
H -2.772 -3.133 2.469
H -0.898 -4.047 4.093
H -1.778 -2.601 4.570
H 0.652 -2.340 4.899
H -0.055 -1.120 3.862
H 2.211 -3.884 4.158
H 4.149 -4.239 2.639
H 4.279 -2.838 0.548
H 2.421 -1.318 0.051
N 2.805 -4.661 -4.277
C 2.118 -5.050 -3.148
S 2.152 -6.663 -2.693
C 1.457 -4.019 -2.410
C 1.623 -2.633 -2.683
C 1.013 -1.685 -1.919
N 0.206 -1.968 -0.854
C -0.037 -3.305 -0.652
C 0.558 -4.306 -1.349
H 3.117 -5.431 -4.846
H 2.459 -3.864 -4.786
H 2.266 -2.284 -3.480
H 1.167 -0.641 -2.136
H -0.755 -3.537 0.116
H 0.329 -5.336 -1.114
N 0.582 0.610 -0.257
C 1.205 1.472 -0.932
C 0.479 2.360 -1.890
C -0.519 1.819 -2.691
C -1.258 2.632 -3.534
C -1.006 3.996 -3.576
C -0.006 4.543 -2.782
C 0.744 3.727 -1.950
C 2.684 1.640 -0.796
C 3.280 1.473 0.452
C 4.655 1.585 0.587
C 5.446 1.849 -0.524
C 4.856 2.020 -1.769
C 3.479 1.931 -1.903
H -0.715 0.755 -2.654
H -2.042 2.197 -4.139
H -1.597 4.637 -4.217
H 0.177 5.609 -2.792
H 1.517 4.158 -1.325
H 2.644 1.278 1.308
H 5.111 1.467 1.563
H 6.521 1.930 -0.418
H 5.470 2.228 -2.636
H 3.014 2.075 -2.871
*
```

Mulliken atomic charge list, values in e, 2 entries: 0.2504 -0.3357